The following is a quantum chemistry calculation of a structure of composition C22H18BiCl5F4N3O at a distorted geometry, from OMol25.

Geometry (Å):
Bi (-0.967, -0.152, 0.548)
C (-2.105, -2.236, 2.386)
N (-2.712, -1.798, 1.093)
C (-4.030, -1.247, 1.370)
C (-2.783, -2.887, 0.139)
C (-1.400, -3.285, -0.387)
N (-0.386, -2.220, -0.504)
C (-0.850, -1.179, -1.500)
C (-1.845, 0.175, -1.423)
F (-2.838, 1.119, -0.365)
C (-1.973, 0.811, -2.627)
F (-2.762, 1.900, -2.710)
C (-1.376, 0.445, -3.833)
C (-0.558, -0.623, -3.873)
F (0.021, -0.965, -5.040)
C (-0.307, -1.399, -2.742)
F (0.536, -2.439, -2.963)
H (-2.733, -3.037, 2.823)
H (-2.048, -1.412, 3.076)
H (-1.091, -2.607, 2.265)
H (-4.688, -1.986, 1.847)
H (-4.500, -0.904, 0.447)
H (-3.938, -0.381, 2.026)
H (-3.371, -2.578, -0.731)
H (-3.309, -3.747, 0.581)
H (-1.518, -3.778, -1.361)
H (-1.009, -4.048, 0.292)
H (-1.571, 1.021, -4.727)
Cl (0.363, 1.814, -1.999)
C (0.218, 2.856, -0.596)
C (-0.245, 2.299, 0.599)
C (-0.270, 3.154, 1.705)
Cl (-0.824, 2.605, 3.249)
C (0.129, 4.494, 1.605)
Cl (0.076, 5.531, 2.995)
C (0.567, 5.008, 0.393)
Cl (1.062, 6.662, 0.270)
C (0.615, 4.182, -0.718)
Cl (1.187, 4.797, -2.238)
C (5.876, -0.415, 0.588)
C (4.376, -0.305, 0.584)
C (3.730, 0.914, 0.699)
C (2.347, 0.960, 0.689)
N (1.557, -0.115, 0.571)
C (2.201, -1.288, 0.464)
C (3.575, -1.430, 0.464)
H (6.344, 0.564, 0.690)
H (6.227, -0.860, -0.344)
H (6.209, -1.036, 1.420)
H (4.288, 1.836, 0.800)
H (1.848, 1.906, 0.785)
H (1.557, -2.151, 0.370)
H (4.009, -2.418, 0.371)
O (-0.907, -0.124, 2.476)

Summary:
HOMO energy = -4.07 eV
Orbital gap = 6.659 eV
Energy relative to the best compared isomer or geometry (same formula, charge and spin) = 619.8 kJ/mol
Electronic energy = -4003.387480 a.u.
Charge = -1